# 1
Density functional theory data (ωB97M-V with the def2-TZVPD basis set) for C9H11N3O2S in the gas phase.

ORCA input file:
```
! wB97M-V def2-TZVPD RIJCOSX def2/J DEFGRID3
* xyz 0 1
C 2.51646 1.56972 0.07064
C 1.36603 1.22555 0.78916
C 3.37595 0.54202 -0.29384
C 1.94799 -1.05210 0.48228
C 1.04983 -0.08856 1.01789
C -2.57103 -0.01392 -2.35954
C -2.00620 1.18918 -0.19715
C -2.08249 -0.25176 -0.83639
C -0.31244 -0.42536 1.43172
N 3.03857 -0.70646 -0.14570
N -0.70418 -1.54568 2.06286
N -0.81905 -0.87007 -0.87290
O -2.05647 -0.90739 -3.15987
O -3.11590 1.01305 -2.70742
S -1.62737 0.76349 1.55807
H 2.60569 2.57266 -0.15648
H 0.68282 1.89475 1.26515
H 4.16770 0.87937 -0.96553
H 1.82579 -2.07753 0.39696
H -1.09647 1.51253 -0.57828
H -2.91649 1.77734 -0.26094
H -2.77429 -1.06381 -0.46196
H 0.05120 -2.29693 2.24734
H -1.67528 -1.68802 2.14638
H -1.36185 -1.46839 -2.59493
H -0.24280 -0.10568 -1.28236
*
```

## Properties
Kohn-Sham gap (spin up / spin down) = 7.02 / 7.02 eV
LUMO energy (spin up / spin down) = -0.79 / -0.79 eV
E_HOMO (spin up / spin down) = -7.81 / -7.81 eV

---

# 2
Density functional theory data (ωB97M-V with the def2-TZVPD basis set) for 3 unconnected molecules or ions with the total composition C17H43BO12P2.

ORCA input file:
```
! wB97M-V def2-TZVPD RIJCOSX def2/J DEFGRID3
* xyz 0 1
C -1.73838 3.84022 3.78598
C -0.92730 4.78677 2.92065
O 0.41168 4.32642 2.69807
P 0.66876 3.09518 1.71030
O 0.28325 3.41230 0.32966
O 2.28559 3.12909 1.75141
C 3.05754 3.22579 0.55594
C 3.44588 4.66186 0.27052
O 0.50086 1.87458 2.70562
C 0.23872 0.55381 2.15547
C 1.39634 0.02989 1.33671
H -1.93362 2.89864 3.26948
H -2.69894 4.29034 4.03893
H -1.20165 3.60431 4.70430
H -1.42331 4.95328 1.96005
H -0.83236 5.75221 3.41493
H 2.52428 2.78941 -0.28893
H 3.95357 2.62328 0.71728
H 2.57306 5.31429 0.29605
H 3.91994 4.74657 -0.70850
H 4.14396 5.02459 1.02619
H -0.67457 0.58682 1.55725
H 0.05230 -0.09673 3.00642
H 1.52990 0.60258 0.41577
H 1.20386 -1.00474 1.06627
H 2.32777 0.08874 1.89926
C -2.43643 3.96745 -1.05223
C -2.86648 2.69012 -0.36064
O -3.77301 1.89751 -1.14810
P -3.20996 1.09915 -2.40616
O -2.24549 0.06653 -2.00952
O -4.56233 0.31215 -2.82820
C -4.58368 -1.10701 -2.95840
C -5.08785 -1.76541 -1.69067
O -3.33506 2.21658 -3.53365
C -2.55307 2.09133 -4.74407
C -2.95698 0.88934 -5.57344
H -1.80819 3.75850 -1.91884
H -1.86080 4.58566 -0.36775
H -3.30443 4.52772 -1.40312
H -1.99492 2.08933 -0.09229
H -3.40327 2.92990 0.55761
H -3.59954 -1.48850 -3.23147
H -5.25855 -1.33132 -3.78715
H -4.54235 -1.40156 -0.81989
H -4.97741 -2.84957 -1.74787
H -6.14187 -1.53223 -1.53410
H -1.49260 2.04526 -4.48689
H -2.71655 3.01059 -5.30246
H -2.69672 -0.04531 -5.07227
H -2.44375 0.90886 -6.53501
H -4.03324 0.88358 -5.74302
C 4.77771 -6.65708 0.66789
O 5.39698 -5.39515 0.78955
C 5.31085 -4.77977 2.06277
C 4.63887 -3.41068 2.03817
O 3.24128 -3.40631 2.20923
C 2.53868 -4.08516 1.16391
B 1.09376 -3.47350 0.96167
O 0.32161 -3.10812 2.05626
O 0.59531 -3.29917 -0.30326
C -0.57699 -4.04615 -0.61591
H 5.34190 -7.24181 -0.05709
H 4.71672 -7.19510 1.61538
H 3.76702 -6.55240 0.25850
H 6.34203 -4.59061 2.38470
H 4.86670 -5.42069 2.82936
H 4.89422 -2.92207 1.08868
H 5.08841 -2.82381 2.83905
H 2.43172 -5.14188 1.45202
H 3.11617 -4.00265 0.23880
H 0.04991 -3.85844 2.59611
H -1.32772 -3.38919 -1.05084
H -0.99178 -4.54989 0.25890
H -0.34349 -4.81340 -1.35502
*
```

## Properties
SMILES string = CCOP(=O)(OCC)OCC.CCOP(=O)(OCC)OCC.COCCOCB(O)OC
Kohn-Sham gap = 9.69 eV
LUMO energy = 0.36 eV
E_HOMO = -9.33 eV

---

# 3
Density functional theory data (ωB97M-V with the def2-TZVPD basis set) for C4H3N3O in the gas phase.

ORCA input file:
```
! wB97M-V def2-TZVPD RIJCOSX def2/J DEFGRID3
* xyz 0 3
C 0.83387 1.98709 -1.32932
C -0.96225 -1.47174 0.28880
C -0.24357 -0.72120 -0.59229
C 0.12035 -0.08067 1.48637
N 0.40063 2.65406 -2.13782
N -0.71504 -1.07084 1.56559
N 0.44213 0.16550 0.19285
O 1.37651 1.07209 -0.21274
H -1.63773 -2.27929 0.09471
H -0.16418 -0.71078 -1.65884
H 0.54927 0.45578 2.30267
*
```

## Properties
Kohn-Sham gap (spin up / spin down) = 5.60 / 7.15 eV
LUMO energy (spin up / spin down) = 0.36 / -3.69 eV
E_HOMO (spin up / spin down) = -5.24 / -10.84 eV
Expectation value of S² = 2.0275

---

# 4
Density functional theory data (ωB97M-V with the def2-TZVPD basis set) for 2 unconnected molecules or ions with the total composition C2H4N2O.

ORCA input file:
```
! wB97M-V def2-TZVPD RIJCOSX def2/J DEFGRID3
* xyz 0 1
C 1.54305 0.42767 -0.22704
N 0.47127 -0.08756 0.31378
O 0.35209 -1.40483 -0.02407
H 2.30433 -0.23002 -0.66543
H 1.76206 1.47530 -0.31816
H -0.08845 -1.91418 0.67778
C -2.13996 0.59784 0.14808
N -2.85302 -0.02557 -0.50440
H -1.35137 1.16135 0.59947
*
```

## Properties
SMILES string = C=NO.C#N
Kohn-Sham gap = 11.06 eV
LUMO energy = 0.83 eV
E_HOMO = -10.23 eV

---

no.,strongest force on any atom (eV/A),total energy (hartree)
1,4.5,-1062.3751
2,4.9,-2284.1762
3,5.7,-393.4265
4,3.0,-263.2461